Entry 1:
45
Properties=species:S:1:pos:R:3:forces:R:3:mulliken_charge:R:1 method="wB97M-V/def2-TZVPD" homo_lumo_gap_ev=7.330 charge=0 de_lowest_kcal_mol=0.0 lumo_energy_ev=-0.1 total_energy_ha=-5939.71378 e_homo_ha=-0.2721 multiplicity=1
Na 0.551117 -0.589188 -0.768004 -0.66 0.42 -0.14 0.815
O -1.435772 4.436108 1.052195 0.21 0.48 -0.85 -0.680
C -1.618409 3.678655 2.117971 -0.39 -0.73 -0.02 0.389
C -1.916356 4.258892 3.352929 0.01 0.04 0.49 -0.735
C -1.990482 3.429698 4.466194 -0.91 0.15 0.91 -0.276
C -2.004514 2.049750 4.378419 0.40 -1.25 0.01 -0.661
C -1.747129 1.472065 3.120667 -0.30 0.93 1.40 -0.588
C -1.541265 2.261735 2.005969 0.27 -0.24 0.55 0.316
C -1.080241 1.504488 0.813141 1.42 -0.80 -0.43 0.617
O -0.714136 0.288679 0.911076 -0.73 1.09 -0.07 -0.726
N -0.938936 2.265497 -0.289125 -0.60 0.28 -0.91 -0.654
N -0.542561 1.569024 -1.382240 0.63 -0.41 0.54 -0.268
C -0.465006 2.122240 -2.531460 -0.61 -0.33 0.70 -0.679
C -0.033040 1.327047 -3.670741 0.96 -0.24 -0.20 0.856
C -0.177063 1.798288 -4.973893 -0.83 0.90 -0.01 -0.666
C 0.159733 0.998712 -6.039019 -0.31 -0.04 0.11 -0.326
C 0.730565 -0.219285 -5.797635 0.62 -0.74 0.53 -0.659
C 0.984652 -0.577207 -4.474949 0.17 -0.01 0.37 -0.091
N 0.606192 0.165742 -3.423213 0.05 -0.60 -0.49 -0.162
H -1.207972 3.809568 0.288950 -0.18 0.24 0.24 0.581
H -2.137837 5.330126 3.483082 0.55 -0.56 -0.39 0.361
H -2.150065 3.829914 5.479871 0.02 0.20 -0.67 0.304
H -2.169727 1.423947 5.301659 0.30 0.73 -1.21 0.298
H -1.630179 0.422761 2.980423 -0.09 -0.62 0.06 0.645
H -0.848570 3.103921 -2.716611 -0.06 0.78 -0.05 0.352
H -0.629869 2.781944 -5.164650 0.18 -0.49 0.27 0.308
H -0.073493 1.255010 -7.049282 0.01 0.48 -0.44 0.426
H 1.022876 -0.851454 -6.618078 0.07 -0.24 -0.03 0.371
H 1.556523 -1.494357 -4.237139 -0.49 0.51 -0.18 0.350
C 3.609222 -2.716252 -0.833973 -0.63 0.39 0.18 -0.932
Se 2.847082 -1.573882 0.563732 -0.04 -0.97 0.47 0.029
C 2.216680 -2.883053 1.985162 -0.19 1.70 0.15 -0.599
C 1.341240 -4.058542 1.570257 0.76 0.30 1.45 -0.872
Se -0.357448 -3.682867 0.788864 -0.95 0.10 -0.18 0.087
C -1.581899 -3.455928 2.324437 0.11 0.15 -0.28 -0.752
H 2.897295 -3.473780 -1.160541 0.22 -0.22 0.31 0.315
H 4.561050 -3.080135 -0.487786 0.19 -0.39 -0.16 0.311
H 3.726138 -2.052156 -1.681313 0.30 0.18 -0.12 0.328
H 1.538874 -2.139999 2.482117 0.77 -0.70 0.13 0.252
H 3.088196 -3.139461 2.656136 -1.01 0.16 -0.86 0.391
H 1.250280 -4.676797 2.465639 -0.45 0.04 0.11 0.404
H 1.849649 -4.711739 0.915923 0.56 -0.63 -1.14 0.442
H -1.427226 -4.195291 3.097038 0.19 -0.30 0.00 0.346
H -2.601383 -3.542513 1.951249 0.15 -0.22 -0.26 0.317
H -1.516784 -2.469927 2.746550 0.33 0.45 0.12 0.116

***

Entry 2:
64
Properties=species:S:1:pos:R:3:forces:R:3:mulliken_charge:R:1 method="wB97M-V/def2-TZVPD" homo_lumo_gap_ev=9.492 charge=0 lumo_energy_ev=0.3 total_energy_ha=-1872.10340 e_homo_ha=-0.3393 multiplicity=1
C -3.506012 -0.474848 1.883584 -0.21 0.40 0.00 -1.211
C -3.593935 0.032451 0.452210 -0.18 -0.03 0.04 0.405
O -3.016828 -0.808168 -0.535229 -0.10 -0.18 0.09 -0.484
C -1.660657 -1.134741 -0.320492 0.35 0.07 -0.36 -0.542
B -0.661813 0.084793 -0.338478 0.26 -0.11 -0.47 0.467
O 0.467773 0.076691 0.475982 -0.57 -0.20 0.41 -0.211
B 0.345881 1.092179 1.408173 0.05 -0.01 -0.01 -0.296
C 1.142999 1.106758 2.747097 -0.09 0.00 0.09 -0.904
C 2.236113 2.192363 2.740935 0.02 -0.31 -0.27 0.402
C 2.949924 2.275218 1.399151 0.10 0.12 0.02 -0.986
O 1.699088 3.460787 3.096690 0.22 0.08 0.29 -0.644
O -0.519089 2.134783 1.074089 0.52 0.26 -0.10 -0.026
B -0.642989 2.354602 -0.307976 -0.27 0.23 -0.02 0.025
B -0.477536 3.913598 -0.984401 0.00 0.11 -0.18 0.839
N -1.166493 5.064506 -0.513253 0.55 -0.20 0.54 -0.584
O 0.383349 4.049100 -2.066367 -0.36 -0.49 -0.03 -0.508
O -0.858739 1.235420 -1.083422 -0.09 -0.10 0.49 -0.292
H -2.507468 -0.780833 2.186686 0.04 -0.12 0.00 0.319
H -3.788697 0.353165 2.534558 -0.05 0.01 0.06 0.368
H -4.229214 -1.270142 2.049131 0.19 -0.26 0.05 0.319
H -3.213033 1.056496 0.385901 0.28 -0.03 -0.07 -0.065
H -4.643791 0.098289 0.191477 -0.05 0.05 -0.15 0.147
H -1.493922 -1.719119 0.589052 -0.12 -0.06 0.06 0.345
H -1.377116 -1.796950 -1.145749 -0.01 -0.08 -0.03 0.301
H 0.471997 1.309302 3.586559 -0.02 0.00 0.06 0.252
H 1.580013 0.125625 2.929274 0.13 -0.03 -0.07 0.282
H 2.976826 1.923622 3.494277 -0.04 0.19 0.19 0.458
H 2.341954 2.820329 0.673073 -0.11 -0.03 -0.03 0.108
H 3.895152 2.802660 1.498059 0.01 0.10 -0.02 0.468
H 3.184500 1.290862 1.001907 -0.03 -0.10 0.00 0.160
H 0.775431 3.481420 2.840662 -0.17 0.01 -0.18 0.385
H -0.640573 5.923484 -0.610441 -0.29 0.18 -0.22 0.228
H -1.534864 5.000102 0.424861 -0.28 0.04 -0.11 0.237
H -0.002704 4.632723 -2.721106 0.26 0.45 -0.13 0.263
C -9.034089 1.123700 0.078445 -0.08 0.00 0.01 -0.295
C -9.192858 2.593470 0.421217 -0.08 -0.01 -0.05 -0.340
O -7.973373 2.874106 1.115600 -0.03 0.01 -0.01 -0.355
C -7.041895 1.972180 0.728430 -0.02 0.00 -0.02 0.631
O -5.886787 2.031608 0.992249 -0.01 0.09 0.08 -0.449
O -7.612271 0.987386 -0.005509 -0.04 -0.02 0.00 -0.285
H -9.492477 0.842943 -0.865399 0.12 -0.01 -0.06 0.276
H -9.402454 0.468718 0.869474 0.00 0.02 0.02 0.255
H -9.243493 3.225651 -0.466472 0.01 -0.02 -0.02 0.260
H -10.044373 2.802614 1.062322 0.08 0.02 0.11 0.283
C 4.757847 -1.580163 -1.327087 -0.09 0.00 -0.11 -0.166
C 6.182427 -1.974328 -1.010773 0.11 -0.12 -0.08 -0.309
O 6.705278 -0.780681 -0.413165 -0.09 -0.02 0.02 -0.380
C 5.668172 -0.064928 0.084174 -0.02 -0.03 -0.05 0.594
O 5.770624 0.888848 0.783216 0.14 0.00 0.04 -0.488
O 4.488953 -0.589141 -0.326569 0.04 -0.04 -0.01 -0.247
H 4.053483 -2.400227 -1.247012 -0.08 0.06 0.11 0.251
H 4.664516 -1.122086 -2.312468 0.02 0.01 0.00 0.211
H 6.239861 -2.784194 -0.279379 -0.02 0.02 0.03 0.229
H 6.755067 -2.243615 -1.892519 0.09 0.13 0.01 0.305
C 3.520878 -5.825734 -2.220112 -0.09 -0.06 0.01 -0.309
C 4.739558 -6.728366 -2.217112 -0.05 -0.04 0.07 -0.342
O 5.616496 -6.052269 -3.124802 -0.01 -0.02 0.02 -0.330
C 5.271116 -4.747885 -3.167151 -0.02 -0.07 -0.01 0.642
O 5.908982 -3.893196 -3.688670 -0.01 0.09 0.05 -0.518
O 4.093035 -4.546118 -2.523232 0.05 -0.11 0.00 -0.269
H 3.003191 -5.786807 -1.265909 0.05 0.12 0.02 0.311
H 2.811439 -6.084206 -3.006980 0.02 -0.01 -0.02 0.256
H 5.220268 -6.779296 -1.239034 0.00 0.02 0.01 0.263
H 4.537351 -7.734507 -2.572247 0.06 0.03 -0.12 0.296

***

Entry 3:
29
Properties=species:S:1:pos:R:3:forces:R:3:mulliken_charge:R:1 method="wB97M-V/def2-TZVPD" homo_lumo_gap_ev=8.657 charge=+1 lumo_energy_ev=-3.8 total_energy_ha=-1024.49989 e_homo_ha=-0.4583 multiplicity=1
C 2.983861 -0.001021 0.467709 0.29 -2.18 -2.47 -0.855
O 2.447805 -0.402686 -0.753778 0.00 -0.36 0.91 -0.370
C 1.435181 -1.404955 -0.520484 -0.91 0.61 -0.95 -0.664
B -0.051618 -0.884841 -0.808451 0.07 0.01 0.18 0.236
C -0.299857 0.490920 -1.564455 0.52 -0.11 0.45 -0.986
C 0.186789 1.795612 -0.881630 -0.27 -0.72 0.70 -0.205
C -0.202975 1.935645 0.607132 1.74 1.23 -0.75 -0.579
F -1.534756 2.049966 0.774386 -0.67 -0.39 0.19 -0.221
C -1.196730 -1.877849 -0.331186 1.04 1.69 -0.20 -0.621
P -2.648183 -1.152461 0.438144 -0.41 -1.43 -0.19 0.828
O -3.649431 -2.166935 0.583958 -1.63 -2.00 0.31 -0.718
O -3.191122 0.034147 -0.425243 0.61 1.47 0.19 -0.441
O -2.232097 -0.632101 1.897112 1.22 0.71 -0.22 -0.492
H 2.218553 -0.057652 1.306176 0.53 -0.51 -1.25 0.066
H 3.300740 1.079088 0.352987 0.89 -5.57 -3.97 0.186
H 3.823908 -0.658354 0.780042 -0.04 0.42 0.00 0.652
H 1.601335 -2.189096 -1.255731 0.03 -0.35 -0.19 0.296
H 1.527889 -1.889704 0.445597 0.24 -0.07 0.30 0.504
H 0.272866 0.414855 -2.483970 0.22 -0.07 -0.37 0.419
H -1.322717 0.635261 -1.867050 -0.45 -0.11 0.05 0.493
H -0.266840 2.629978 -1.388900 -0.13 0.44 -0.23 0.439
H 1.272816 1.918926 -0.997816 -0.13 -0.12 0.14 0.158
H 0.225988 2.906856 0.958263 -0.21 -0.42 -0.03 0.309
H 0.249976 1.145225 1.239294 -0.75 -0.16 -0.14 0.158
H -1.493595 -2.513393 -1.156209 -0.42 -0.11 -0.23 0.350
H -0.776016 -2.519279 0.428998 -0.03 -0.54 0.27 0.341
H -3.731577 0.650519 0.095942 0.01 -0.08 -0.28 0.340
H -1.819812 -1.397225 2.332361 -0.41 0.29 0.25 0.323
Cs 2.869618 2.060551 1.726802 -0.96 8.45 7.52 1.055

***

Entry 4:
18
Properties=species:S:1:pos:R:3:forces:R:3:mulliken_charge:R:1 method="wB97M-V/def2-TZVPD" homo_lumo_gap_ev=10.216 charge=0 de_lowest_kcal_mol=3.7 lumo_energy_ev=0.9 total_energy_ha=-306.23798 smiles=CCNCN.O e_homo_ha=-0.3405 multiplicity=1
C 2.078427 0.908391 -0.120871 0.19 0.26 -0.35 -1.212
C 0.625069 1.242358 0.093007 -0.61 0.82 0.10 -0.493
N -0.176074 0.074634 0.439047 0.24 0.03 -0.84 -0.251
C -1.624874 0.288389 0.242689 0.78 0.66 0.44 -0.578
N -2.410760 -0.911923 0.296008 0.35 -0.48 0.45 -0.643
H 2.513287 0.439520 0.761816 0.05 -0.08 -0.07 0.278
H 2.672386 1.789624 -0.379562 -0.13 0.08 0.28 0.384
H 2.173819 0.264146 -0.988053 0.07 -0.44 0.01 0.299
H 0.503571 2.025788 0.843652 0.24 0.14 0.43 0.421
H 0.180691 1.736952 -0.775926 0.18 -0.40 -0.33 0.348
H 0.032462 -0.133062 1.399372 -0.15 -0.39 0.42 0.193
H -1.713268 0.754700 -0.730663 -0.10 -0.10 -0.40 0.330
H -1.941347 1.069589 0.950100 -0.53 -0.37 0.08 0.397
H -1.850737 -1.641307 -0.148885 -0.25 0.09 -0.33 0.303
H -2.480747 -1.256175 1.251446 -0.18 0.31 0.01 0.266
H 0.385036 -1.428926 -0.904473 -0.21 -0.40 0.30 0.360
H 0.900036 -2.890424 -1.045156 0.12 0.00 0.02 0.299
O 0.133024 -2.332274 -1.183548 -0.05 0.26 -0.20 -0.703